# 1
An isolated molecule of C3H7N3S2, computed with wB97M-V/def2-TZVPD.

Each line ends with the natural charge from an NBO analysis.
Cartesian coordinates (Å):
H (2.418, -1.889, 0.983)  0.340
N (1.360, -1.555, 1.416)  -0.667
C (0.623, -0.932, 0.487)  0.380
C (-0.492, 0.008, 1.074)  0.051
N (-0.874, 1.087, 0.533)  -0.525
S (-1.547, 2.310, 1.624)  0.159
N (0.996, -0.809, -0.843)  -0.562
C (2.141, -1.441, -1.500)  -0.446
S (-0.401, -0.715, -1.940)  0.164
H (-0.657, 0.023, 2.158)  0.185
H (-1.448, 3.315, 0.772)  0.121
H (2.162, -2.569, -1.466)  0.212
H (3.088, -0.950, -1.073)  0.213
H (1.975, -0.888, -2.576)  0.242
H (-0.376, 0.577, -1.852)  0.133

Its HOMO-LUMO gap is 9.44 eV. The value obtained for the HOMO energy is -8.991 eV. The total charge is 0.

***

# 2
An isolated molecule of C3H7N3S2, computed with wB97M-V/def2-TZVPD.

Each line ends with the natural charge from an NBO analysis.
Cartesian coordinates (Å):
N (1.544, 0.337, 1.239)  -0.640
N (0.664, 0.734, 0.168)  -0.326
C (1.044, 1.723, -0.618)  -0.177
C (-0.110, 1.758, -1.809)  -0.586
S (-1.077, 0.261, -1.673)  0.254
C (-0.222, -0.162, -0.138)  0.329
N (-0.627, -1.170, 0.372)  -0.638
S (-0.356, -2.027, 1.889)  0.159
H (1.882, 1.225, 1.794)  0.362
H (2.404, 0.027, 0.793)  0.345
H (2.051, 1.506, -0.998)  0.169
H (1.119, 2.815, -0.188)  0.188
H (-0.847, 2.595, -1.630)  0.216
H (0.404, 2.159, -2.767)  0.234
H (0.570, -1.287, 2.482)  0.110

Its HOMO-LUMO gap is 8.48 eV. The value obtained for the HOMO energy is -7.961 eV. The total charge is 0.

***

# 3
The ion C3H7N4 with charge +1, computed with wB97M-V/def2-TZVPD.

Each line ends with the natural charge from an NBO analysis.
Cartesian coordinates (Å):
C (1.211, -0.266, -0.091)  -0.380
N (-0.191, -0.232, 0.508)  -0.226
C (-0.914, 1.063, -0.057)  -0.174
N (-2.248, 1.013, 0.545)  -0.018
N (-2.817, -0.005, 0.165)  -0.115
C (-2.147, -1.061, -0.317)  0.201
N (-0.917, -1.337, 0.009)  -0.225
H (1.328, -0.131, -1.203)  0.252
H (1.763, 0.422, 0.381)  0.223
H (1.514, -1.203, 0.028)  0.237
H (0.004, -0.057, 1.433)  0.444
H (-0.953, 0.904, -1.240)  0.246
H (-0.517, 2.075, 0.182)  0.268
H (-2.738, -1.925, -0.724)  0.269

Its HOMO-LUMO gap (spin up / spin down) is 8.47 / 8.47 eV. The value obtained for the HOMO energy (spin up / spin down) is -14.764 / -14.765 eV. The total charge is +1.

***

# 4
The ion C3H7N4 with charge +1, computed with wB97M-V/def2-TZVPD.

Each line ends with the natural charge from an NBO analysis.
Cartesian coordinates (Å):
C (1.394, -0.829, 0.985)  -0.240
C (0.319, -0.020, 1.069)  0.088
C (-0.025, 0.825, 2.231)  -0.663
N (-0.631, 0.020, 0.049)  -0.019
N (-0.454, -0.219, -1.113)  0.173
N (-0.818, -0.664, -2.183)  0.119
N (-0.890, -0.016, -3.294)  -0.533
H (1.462, -1.545, 0.183)  0.207
H (1.918, -1.050, 1.814)  0.222
H (-0.981, 1.327, 2.020)  0.243
H (-0.138, 0.243, 3.110)  0.251
H (0.606, 1.672, 2.418)  0.256
H (-0.779, 1.013, -3.228)  0.431
H (-0.983, -0.756, -4.059)  0.467

Its HOMO-LUMO gap is 8.42 eV. The value obtained for the HOMO energy is -14.194 eV. The total charge is +1.

***

# 5
The ion C3H7N4O with charge +1, computed with wB97M-V/def2-TZVPD.

Each line ends with the natural charge from an NBO analysis.
Cartesian coordinates (Å):
C (-2.885, 0.041, 0.287)  0.922
C (1.204, 0.261, -0.094)  0.680
C (-0.787, -0.719, -0.751)  -0.248
N (-1.857, -0.578, 0.518)  -0.655
N (2.075, 1.229, 0.120)  -0.758
N (1.443, -0.943, 0.446)  -0.786
N (0.041, 0.327, -0.876)  -0.578
O (-3.871, 0.344, -0.155)  -0.342
H (-1.394, -0.958, -1.623)  0.209
H (-1.335, -0.718, 1.405)  0.462
H (2.959, 0.927, 0.426)  0.424
H (1.896, 2.219, 0.136)  0.433
H (1.894, -1.106, 1.314)  0.423
H (0.620, -1.504, 0.140)  0.428
H (-0.002, 1.179, -1.293)  0.387

Its HOMO-LUMO gap is 8.52 eV. The value obtained for the HOMO energy is -12.164 eV. The total charge is +1.

***

# 6
The ion C3H7N4S with charge +1, computed with wB97M-V/def2-TZVPD.

Each line ends with the natural charge from an NBO analysis.
Cartesian coordinates (Å):
C (-0.451, 0.727, 1.588)  -0.606
C (0.412, 0.374, 0.313)  -0.100
S (0.782, 1.991, -0.667)  0.005
N (1.671, -0.177, 0.786)  -0.089
N (1.791, -1.379, 0.590)  0.051
N (0.740, -1.843, -0.188)  -0.206
C (-0.099, -0.912, -0.424)  0.308
N (-1.031, -0.709, -1.470)  -0.691
H (-0.662, -0.326, 1.956)  0.226
H (-1.321, 1.220, 1.226)  0.221
H (-0.085, 1.404, 2.400)  0.284
H (2.126, 1.753, -0.799)  0.189
H (-1.069, -1.555, -2.032)  0.466
H (-0.847, 0.064, -2.154)  0.485
H (-1.957, -0.631, -1.126)  0.457

Its HOMO-LUMO gap is 8.66 eV. The value obtained for the HOMO energy is -14.126 eV. The total charge is +1.

***

# 7
The ion C3H7N4S with charge +1, computed with wB97M-V/def2-TZVPD.

Each line ends with the natural charge from an NBO analysis.
Cartesian coordinates (Å):
H (-3.979, -1.095, 0.951)  0.366
N (-3.277, -0.476, 0.459)  -0.293
N (-2.298, -1.004, -0.032)  -0.141
C (-1.445, -0.085, -0.731)  -0.112
N (-0.047, -0.458, -0.842)  -0.509
C (0.837, 0.231, -0.140)  0.583
N (2.066, -0.211, 0.129)  -0.714
C (0.328, 1.620, 0.239)  -0.642
S (-1.481, 1.551, -0.020)  0.305
H (-2.081, 0.094, -1.646)  0.270
H (0.268, -1.374, -1.060)  0.427
H (2.700, 0.412, 0.563)  0.436
H (2.492, -1.061, -0.408)  0.445
H (0.557, 1.925, 1.281)  0.276
H (0.553, 2.492, -0.485)  0.304

Its HOMO-LUMO gap is 8.93 eV. The value obtained for the HOMO energy is -12.944 eV. The total charge is +1.

***

# 8
An isolated molecule of C3H7N5, computed with wB97M-V/def2-TZVPD.

Each line ends with the natural charge from an NBO analysis.
Cartesian coordinates (Å):
C (-0.762, 1.554, -0.371)  -0.416
N (-0.213, 0.269, -0.741)  -0.268
C (-1.275, -0.832, -0.600)  -0.477
N (0.895, -0.006, 0.057)  -0.154
C (1.110, -0.404, 1.351)  0.161
N (2.216, -1.030, 1.427)  -0.338
N (2.889, -1.047, 0.218)  -0.022
N (2.203, -0.489, -0.634)  0.005
H (0.005, 2.543, -0.716)  0.229
H (-0.959, 1.290, 0.608)  0.177
H (-1.766, 1.793, -0.762)  0.213
H (-2.203, -0.254, -0.960)  0.211
H (-1.503, -1.357, 0.496)  0.215
H (-1.222, -1.642, -1.584)  0.240
H (0.585, -0.389, 2.211)  0.223

Its HOMO-LUMO gap is 10.41 eV. The value obtained for the HOMO energy is -9.787 eV. The total charge is 0.

***

Which energy relative to the best compared isomer or geometry (same formula, charge and spin) belongs to each record? In order, 3.9750, 3.5730, 5.5474, 5.6599, 2.8129, 3.2622, 1.0193, 5.8281 eV.
Which largest force on an atom belongs to each record? In order, 4.3, 6.6, 7.2, 4.0, 4.7, 5.5, 3.1, 4.4 eV/A.